ORCA calculation (ωB97M-V with the def2-TZVPD basis set) on a structure of composition C31H47B2F4NO3PRuSTe.

Last column: Löwdin charge in e.
Cartesian coordinates (Å):
Ru -0.60340 1.61193 -1.31573  0.8158
O -1.14311 3.18615 0.05093  -0.2167
C -2.31897 4.03344 0.01094  -0.1931
C -2.25713 5.11031 -1.04841  -0.1358
C -1.75873 4.47076 -2.33504  -0.1232
C -2.59504 3.30354 -2.78339  -0.2333
C -3.81552 3.54224 -3.40203  0.0044
C -4.53675 2.50725 -3.95825  -0.0259
C -3.99163 1.23579 -3.92075  -0.0296
C -2.80157 1.05142 -3.25428  -0.1226
N -2.12494 2.03717 -2.63762  -0.0296
H -0.33836 3.72846 0.10319  0.1060
H -2.49377 4.44560 1.00512  0.1339
H -3.12373 3.33709 -0.21125  0.0998
H -1.57910 5.92338 -0.78066  0.1307
H -3.25908 5.54096 -1.12092  0.1283
H -0.75713 4.11858 -2.15335  0.0724
H -1.66782 5.19012 -3.14963  0.1449
H -4.16474 4.56341 -3.47391  0.1310
H -5.48624 2.69358 -4.44208  0.1223
H -4.47734 0.39491 -4.39391  0.1203
H -2.36054 0.07724 -3.19987  0.0635
C -3.18107 1.72184 2.01811  -0.0974
C -3.15092 0.52984 1.03451  -0.4839
C -4.27176 0.64544 -0.00141  -0.0898
P -1.50705 0.21138 0.24571  0.9935
C -1.62360 -1.59605 -0.21615  -0.5035
C -2.25704 -2.51275 0.83809  -0.0856
C -2.29695 -1.90075 -1.54089  -0.1349
C -0.26010 0.16798 1.61895  -0.4802
C -0.80373 -0.21813 3.00104  -0.0817
C 0.54361 1.46324 1.77239  -0.1002
H -3.47357 1.38334 3.01146  0.0879
H -3.92113 2.45488 1.70504  0.0723
H -2.23024 2.23877 2.11630  0.0475
H -3.31344 -0.37606 1.61815  0.0855
H -4.04270 1.38674 -0.76908  0.0523
H -5.19091 0.95476 0.49807  0.0911
H -4.47816 -0.29642 -0.50548  0.0635
H -0.56514 -1.87148 -0.30709  0.0704
H -3.32387 -2.31746 0.95341  0.0822
H -1.78668 -2.45251 1.81547  0.0586
H -2.15830 -3.54644 0.50182  0.0911
H -3.36619 -1.69079 -1.51921  0.0766
H -2.17652 -2.96011 -1.77323  0.0786
H -1.84424 -1.34209 -2.34256  -0.0039
H 0.43326 -0.61512 1.28499  0.1003
H -1.34133 0.61515 3.44966  0.0693
H 0.03592 -0.45253 3.65823  0.0947
H -1.46255 -1.08066 2.99945  0.0556
H -0.04721 2.22949 2.27462  0.0787
H 0.90236 1.88174 0.83020  0.0405
H 1.42412 1.26580 2.38299  0.0908
Te 0.91391 -0.05098 -2.91441  1.5913
C 0.29702 -2.00958 -3.29585  -0.8964
C -0.39687 -2.26034 -4.44927  -0.2556
C -0.73028 -3.63426 -4.60156  -0.1690
C -0.26264 -4.38616 -3.56780  -0.3899
S 0.58007 -3.44678 -2.41852  1.0197
H -0.65755 -1.49768 -5.17149  0.1020
H -1.27225 -4.03753 -5.44320  0.1092
H -0.34664 -5.45268 -3.43453  0.0755
C 6.21651 -3.68879 2.73540  -0.0372
C 4.99670 -3.04040 3.40444  -0.5597
C 3.97704 -4.13053 3.75569  -0.0534
C 5.44605 -2.36737 4.70374  -0.0634
C 4.38949 -2.03283 2.42511  -0.1535
C 4.66144 -0.66411 2.52411  -0.0046
C 4.15986 0.27944 1.62716  0.0358
C 3.36621 -0.20845 0.62001  -0.1913
O 2.71193 0.48962 -0.39010  0.1247
B 2.11261 -0.49642 -1.12876  -0.8505
O 2.31399 -1.76134 -0.63431  0.0971
C 3.11422 -1.55585 0.48871  -0.1698
C 3.59813 -2.49397 1.36459  0.0761
H 6.67802 -4.41214 3.40974  0.0902
H 6.96412 -2.93762 2.47649  0.0915
H 5.93218 -4.21032 1.81986  0.0861
H 4.39146 -4.78455 4.52357  0.0877
H 3.73025 -4.75776 2.89925  0.0734
H 3.05158 -3.70013 4.14320  0.0921
H 5.74702 -3.13165 5.42079  0.0879
H 4.64390 -1.78118 5.15601  0.0925
H 6.30528 -1.71323 4.55316  0.0818
H 5.29260 -0.31019 3.32535  0.1068
H 4.38406 1.33281 1.71765  0.1329
H 3.38140 -3.54217 1.22096  0.1289
F 0.66502 2.72001 -2.93766  -0.1065
B 1.80854 3.31724 -2.24473  -1.2591
F 1.32024 3.30705 -0.88402  0.0369
F 2.86455 2.44821 -2.36244  0.1516
F 2.04064 4.57827 -2.67900  0.2048

For the orbital gap (alpha / beta), the calculation gives 7.899 / 7.900 eV. As for the charge: +1. The total energy comes out at -82768.37531 eV. Its spin multiplicity is 1. As for the lowest unoccupied orbital energy (alpha / beta): -3.052 / -3.051 eV. As for the HOMO energy (alpha / beta): -10.9513 / -10.9514 eV.


ORCA calculation (ωB97M-V with the def2-TZVPD basis set) on a structure of composition C31H47BN11O8PW.

Last column: Mulliken spin population.
Cartesian coordinates (Å):
W 0.71103 0.30060 1.16033  1.4697
C -5.22278 0.19792 -3.13162  0.0000
O -3.85996 -0.07731 -2.81586  0.0000
C -2.93626 0.14438 -3.78064  -0.0001
C -3.20959 0.67901 -5.03578  0.0000
C -2.17925 0.89016 -5.93976  0.0000
C -0.86675 0.58491 -5.61203  0.0002
C -0.59020 0.06018 -4.36138  -0.0005
C -1.61201 -0.16278 -3.45253  -0.0008
N -1.29104 -0.74518 -2.18119  0.0053
C -1.34523 -0.11670 -1.01587  0.0090
N -1.87433 1.07493 -0.91413  -0.0071
C -1.86924 1.87597 0.25616  0.0374
C -0.89514 1.78824 1.25666  -0.0054
C -1.04426 2.70784 2.30803  0.0357
C -2.07182 3.63516 2.34621  -0.0215
C -3.01817 3.69953 1.33741  0.0295
C -2.91535 2.80894 0.28529  -0.0234
O -3.76165 2.76002 -0.77807  -0.0025
C -4.83775 3.69575 -0.80870  0.0014
N -0.73065 -0.69363 0.08375  0.0070
C -1.50668 -1.14740 1.18447  0.0047
C -0.84782 -1.15414 2.41392  0.1049
C -1.49029 -1.49698 3.59544  0.0322
C -2.82427 -1.85183 3.52320  0.0025
C -3.49289 -1.87648 2.30047  0.0085
C -2.84787 -1.52704 1.12069  -0.0142
O -3.40322 -1.51734 -0.11037  0.0027
C -4.63296 -2.21748 -0.28998  -0.0001
H -5.79512 -0.07660 -2.25088  0.0000
H -5.55474 -0.39515 -3.98482  0.0000
H -5.36966 1.25903 -3.34119  0.0000
H -4.22205 0.92832 -5.31631  0.0000
H -2.41165 1.30141 -6.91264  0.0000
H -0.07023 0.75433 -6.32214  0.0000
H 0.42416 -0.18925 -4.07485  0.0002
H -0.96830 -1.70024 -2.15796  -0.0013
H -2.43674 1.42981 -1.67985  -0.0015
H -0.36032 2.71277 3.13755  0.0170
H -2.13778 4.32085 3.18035  0.0002
H -3.81630 4.42500 1.38326  0.0012
H -5.39981 3.47816 -1.71144  -0.0001
H -4.46309 4.71933 -0.85023  -0.0004
H -5.48494 3.57126 0.06042  -0.0003
H 0.26884 -1.12570 2.45281  0.0012
H -0.95651 -1.50272 4.53514  0.0009
H -3.35397 -2.13349 4.42214  0.0002
H -4.53449 -2.16477 2.27566  0.0008
H -4.76491 -2.31497 -1.36320  0.0000
H -5.46778 -1.65521 0.13246  0.0002
H -4.58514 -3.20719 0.16646  0.0002
B 2.08134 2.26682 5.22053  0.0018
C 1.63752 1.69446 3.86863  0.1762
N 1.31590 1.25357 2.83783  -0.0724
H 2.77537 3.23836 5.00029  0.0129
H 2.68540 1.38440 5.77841  0.0127
H 1.04797 2.55213 5.78071  0.0038
N 3.98588 3.23368 1.80572  0.0015
C 2.76419 3.40085 0.96397  0.0215
P 2.63633 2.45027 -0.62472  0.0104
O 2.61813 3.44366 -1.74884  -0.0011
O 1.44743 1.51079 -0.49578  0.0476
C 4.20243 1.51695 -1.04604  -0.0025
N 4.73933 2.20707 -2.26479  0.0004
H 3.87908 3.75047 2.68444  0.0002
H 4.82527 3.59027 1.35045  0.0000
H 4.17302 2.22504 2.07345  -0.0003
H 2.65880 4.44840 0.68497  -0.0003
H 1.90718 3.11306 1.56971  -0.0109
H 3.89961 0.50461 -1.30175  -0.0005
H 4.94502 1.44831 -0.25544  -0.0003
H 4.87769 1.58201 -3.05566  0.0000
H 5.61213 2.70348 -2.09981  0.0001
H 3.93837 2.92449 -2.45765  0.0002
O 3.31631 -0.88347 2.86510  0.0030
N 3.66143 0.05221 2.20237  -0.0035
O 4.67942 0.72288 2.40628  0.0009
O 2.98887 0.37590 1.11832  0.0595
C 3.11210 -2.28541 0.01657  0.0215
N 1.71510 -2.31410 0.53917  0.0229
C 1.69656 -3.29955 1.67302  0.0008
N 2.17155 -4.60685 1.26975  -0.0009
C 3.53789 -4.48749 0.75917  -0.0005
N 3.59390 -3.58605 -0.40133  0.0000
C 2.71489 -4.11311 -1.44278  -0.0008
N 1.33652 -4.22709 -0.96442  0.0004
C 0.88276 -2.91846 -0.54234  0.0240
C 1.32001 -5.12218 0.19994  0.0004
H 3.77149 -1.92853 0.80219  0.0002
H 3.14218 -1.59432 -0.83070  -0.0148
H 0.66778 -3.38836 2.02713  0.0026
H 2.32276 -2.91611 2.47603  0.0030
H 3.89713 -5.47220 0.46228  0.0000
H 4.18535 -4.09896 1.54671  0.0000
H 3.06995 -5.09446 -1.75548  0.0000
H 2.73746 -3.44065 -2.30423  -0.0001
H -0.14016 -3.00729 -0.17876  -0.0021
H 0.91799 -2.24004 -1.39882  -0.0110
H 1.67837 -6.10533 -0.10360  -0.0001
H 0.29589 -5.21833 0.56494  0.0000

For the orbital gap (alpha / beta), the calculation gives 7.267 / 7.153 eV. As for the charge: +2. The total energy comes out at -77454.35447 eV. Its spin multiplicity is 3. As for the lowest unoccupied orbital energy (alpha / beta): -5.739 / -5.851 eV. As for the HOMO energy (alpha / beta): -13.0062 / -13.0033 eV.